The following is a quantum chemistry calculation of C6H9N3O3 as an isolated structure in a non-equilibrium geometry, from OMol25.

Geometry (Å):
C (-1.45463, 0.29866, -0.65231)
C (0.90305, 0.40399, -0.65704)
C (0.99473, -1.86106, 0.03866)
C (-0.30693, 1.23009, -0.06761)
C (-1.81680, -0.91693, 0.05427)
C (1.57789, -0.51575, 0.42942)
N (-0.93154, -0.13179, -1.90807)
N (0.34371, -0.58518, -1.65598)
N (0.46318, -1.88430, -1.13367)
O (-0.62322, 2.46906, -0.55737)
O (-2.98249, -1.03832, 0.41791)
O (3.03667, -0.65409, 0.17812)
H (-2.30060, 0.99884, -0.86114)
H (1.63532, 1.09584, -1.11136)
H (1.30475, -2.54574, 0.75328)
H (-0.22483, 1.33448, 1.01358)
H (-1.00257, -1.56339, 0.42474)
H (1.47044, -0.04262, 1.37998)
H (-1.06343, 2.86509, 0.17270)
H (-1.77627, -0.64027, -2.81131)
H (3.03959, -1.03818, -0.64581)

Values from the calculation:
* relative energy (zero: lowest compared OMol25 entry of this formula, charge and spin): 147.3 kcal per mole
* net charge: 0
* gap between HOMO and LUMO: 0.329 Ha
* 2S+1: 1



The following is a quantum chemistry calculation of one molecule with the formula C7H20N2OSSi in a non-equilibrium geometry, from OMol25.

Geometry (Å):
C (-2.38536, -0.60154, 0.41260)
C (-0.86077, -0.89178, 0.84579)
C (-0.34149, -2.14222, 0.19285)
C (-0.77586, -1.26365, 2.34990)
Si (0.31159, 0.55609, 0.43095)
C (-0.50451, 2.13011, 1.22771)
C (2.15523, 0.24810, 0.56611)
O (-0.03130, 1.07729, -1.10491)
S (0.24237, 0.30945, -2.51762)
C (1.07484, 1.77079, -3.34957)
N (-0.92409, -0.36108, -3.29695)
N (1.29897, -0.74661, -2.11129)
H (-2.95042, 0.12455, 1.16071)
H (-2.54179, -0.11984, -0.49606)
H (-2.98181, -1.48065, 0.57125)
H (-0.19901, -1.99270, -0.92318)
H (-0.83578, -3.09453, 0.26056)
H (0.81928, -2.14457, 0.39215)
H (-0.63611, -2.30964, 2.54832)
H (0.04455, -0.60335, 2.79624)
H (-1.67939, -0.94485, 2.79970)
H (-0.22833, 2.43359, 2.16717)
H (-0.47089, 3.10719, 0.64305)
H (-1.59920, 2.10161, 1.23333)
H (2.75332, 1.05659, 0.26727)
H (2.46161, 0.03458, 1.56777)
H (2.46640, -0.73191, 0.10754)
H (0.71671, 2.69901, -2.93291)
H (2.10285, 1.87526, -3.17505)
H (0.84357, 1.68397, -4.34276)
H (-1.76773, 0.08266, -3.37639)
H (1.06866, -1.61009, -2.59728)

Values from the calculation:
* SMILES string: CC(C)(C)[Si](C)(C)OS(C)(=N)=N
* net charge: 0
* gap between HOMO and LUMO: 0.356 Ha
* 2S+1: 1



The following is a quantum chemistry calculation of C53H44AsCl3KN6OPS as an isolated structure in a non-equilibrium geometry, from OMol25.

Geometry (Å):
K (-0.68642, -0.96954, -2.19906)
C (-1.34855, -7.64174, -2.21535)
C (-0.76618, -6.27542, -1.98551)
C (0.27591, -5.78329, -2.77492)
C (0.83329, -4.55841, -2.52912)
C (0.39633, -3.71578, -1.47080)
N (0.98501, -2.55147, -1.18524)
C (2.29213, -2.39055, -1.45267)
C (3.23982, -3.41773, -1.21947)
C (4.58015, -3.25408, -1.46369)
C (5.07865, -2.05340, -1.96248)
C (6.54358, -1.88364, -2.25558)
C (4.17662, -1.01799, -2.16586)
C (2.82384, -1.15976, -1.90168)
N (1.99048, -0.04526, -2.12857)
C (1.85166, 0.61392, -3.29211)
C (1.02403, 1.68599, -3.05655)
C (0.71562, 1.58502, -1.69675)
N (1.30403, 0.53611, -1.15238)
C (-0.74935, -4.17508, -0.77712)
C (-1.28294, -5.43161, -1.01795)
N (-1.42836, -3.37160, 0.15970)
C (-1.83417, -3.76778, 1.37807)
C (-2.68401, -2.79635, 1.86212)
C (-2.72578, -1.84372, 0.84092)
N (-1.96600, -2.20960, -0.17593)
H (-0.59433, -8.31829, -2.61846)
H (-2.17716, -7.59406, -2.92587)
H (-1.72821, -8.06063, -1.28275)
H (0.64723, -6.38835, -3.59629)
H (1.63364, -4.18964, -3.15806)
H (2.86879, -4.36114, -0.84047)
H (5.26001, -4.07739, -1.27196)
H (7.03511, -2.85680, -2.29605)
H (7.03343, -1.28642, -1.48041)
H (6.69381, -1.37881, -3.20982)
H (4.53278, -0.06714, -2.54637)
H (2.31933, 0.27861, -4.19800)
H (0.69672, 2.43232, -3.75424)
H (0.12462, 2.25399, -1.09661)
H (-2.13850, -5.75164, -0.43443)
H (-1.49008, -4.68586, 1.81682)
H (-3.19508, -2.77792, 2.80343)
H (-3.28752, -0.92986, 0.80005)
Cl (-3.27677, -3.54791, -8.69199)
C (-2.33349, -2.93751, -7.36649)
C (-2.82515, -3.04768, -6.07502)
C (-2.06790, -2.57732, -5.02834)
Cl (-2.68643, -2.72655, -3.43212)
C (-0.77945, -1.97425, -5.17641)
O (-0.07787, -1.57051, -4.22390)
C (-0.37721, -1.89055, -6.54428)
Cl (1.14840, -1.14696, -6.84903)
C (-1.10657, -2.34986, -7.61391)
H (-3.79197, -3.49005, -5.89456)
H (-0.72616, -2.24896, -8.62036)
C (-0.21559, 2.35029, 2.28149)
C (-0.79857, 3.00512, 3.51717)
As (0.32455, 4.35180, 4.44026)
C (0.86038, 5.28480, 2.80392)
C (-0.09876, 6.12779, 2.24967)
C (0.14530, 6.79840, 1.06653)
C (1.36720, 6.64913, 0.43169)
C (2.32783, 5.81487, 0.97538)
C (2.07373, 5.13043, 2.15157)
C (1.94589, 3.33882, 4.84437)
C (3.11627, 4.05205, 5.10552)
C (4.27504, 3.40419, 5.48807)
C (4.28037, 2.02557, 5.63348)
C (3.11587, 1.30817, 5.41187)
C (1.95690, 1.96114, 5.03124)
P (-1.32227, 1.03319, 1.50839)
C (-2.73012, 2.14287, 1.10625)
C (-2.83261, 2.44496, -0.24909)
C (-3.74235, 3.37712, -0.71024)
C (-4.57387, 4.02482, 0.18547)
C (-4.51014, 3.70773, 1.53155)
C (-3.60060, 2.77080, 1.99657)
C (-1.79702, 0.18693, 3.06599)
C (-3.09441, 0.00246, 3.53048)
C (-3.33326, -0.72177, 4.68620)
C (-2.28431, -1.28833, 5.38832)
C (-0.98858, -1.13731, 4.91788)
C (-0.75255, -0.41875, 3.76128)
H (0.74997, 1.87836, 2.48295)
H (-0.05258, 3.09254, 1.49384)
H (-1.08766, 2.25587, 4.26197)
H (-1.70369, 3.55218, 3.24013)
H (-1.05593, 6.23710, 2.75206)
H (-0.61877, 7.42927, 0.63569)
H (1.56382, 7.17585, -0.49086)
H (3.27646, 5.68280, 0.47383)
H (2.82092, 4.45828, 2.55600)
H (3.10501, 5.13324, 4.99709)
H (5.17545, 3.97423, 5.67775)
H (5.18651, 1.51473, 5.92858)
H (3.11028, 0.23376, 5.53653)
H (1.05008, 1.39072, 4.87726)
H (-2.19290, 1.93505, -0.95715)
H (-3.79155, 3.58453, -1.76820)
H (-5.27626, 4.77005, -0.16456)
H (-5.17314, 4.19815, 2.23392)
H (-3.58583, 2.53594, 3.05199)
H (-3.93199, 0.39811, 2.97384)
H (-4.35147, -0.85594, 5.03298)
H (-2.47665, -1.87488, 6.27739)
H (-0.16481, -1.59560, 5.44766)
H (0.25101, -0.34424, 3.36035)
S (-3.36461, 1.61998, -3.68769)
C (-2.55217, 3.01647, -3.82331)
N (-1.99722, 4.03610, -3.90743)

Values from the calculation:
* relative energy (zero: lowest compared OMol25 entry of this formula, charge and spin): 34.8 kcal per mole
* net charge: -2
* gap between HOMO and LUMO: 0.197 Ha
* 2S+1: 1



The following is a quantum chemistry calculation of C30H53BrN4P2Pd as an isolated structure in a non-equilibrium geometry, from OMol25.

Geometry (Å):
N (5.55149, -0.36940, 4.93342)
C (4.39320, 0.25449, 5.14897)
C (3.45117, 0.43203, 4.10899)
C (3.70160, -0.17327, 2.85790)
C (4.94972, -0.77010, 2.60000)
C (5.85357, -0.82019, 3.71380)
C (2.47125, -0.36867, 2.01706)
Pd (2.25373, -0.63803, 0.04651)
P (-1.02357, -1.68765, -2.08675)
C (2.13382, -1.74016, 1.66343)
C (0.73528, -2.23246, 1.74853)
C (0.35215, -3.30983, 0.92156)
C (-0.94043, -3.76473, 0.91431)
C (-1.95408, -2.99304, 1.61944)
C (-1.47491, -2.04534, 2.62412)
C (-0.15355, -1.71119, 2.70973)
Br (-2.73885, -1.61449, 0.07915)
H (1.63531, 0.28986, 2.26598)
H (2.90745, -2.48392, 1.84715)
H (2.52026, 0.99030, 4.27753)
H (5.23280, -1.14573, 1.59253)
H (4.19036, 0.58939, 6.16346)
H (6.85181, -1.24194, 3.59043)
H (1.12341, -3.73701, 0.27765)
H (0.25711, -0.98589, 3.42560)
H (-1.20363, -4.65324, 0.35262)
H (-2.19932, -1.54369, 3.24550)
P (2.74527, 1.25574, -1.16199)
C (-2.23173, -2.86028, -2.70646)
C (-2.18297, -4.28465, -2.31147)
H (-3.17726, -2.50668, -3.13868)
H (-2.92960, -3.47807, 1.82211)
H (-2.33851, -4.36562, -1.22996)
H (-2.98312, -4.90456, -2.76087)
H (-1.20089, -4.74617, -2.50748)
C (0.62594, -2.31852, -2.59175)
C (0.60370, -3.12106, -3.89464)
H (1.02941, -2.88291, -1.73496)
H (1.26597, -1.42594, -2.67034)
H (1.50595, -3.73186, -3.99426)
H (-0.25902, -3.78537, -3.93114)
H (0.54174, -2.45835, -4.76156)
C (-1.49431, -0.12058, -3.01884)
C (-2.69918, -0.05489, -3.98491)
H (-0.58645, 0.10472, -3.59885)
H (-1.53094, 0.63984, -2.20833)
H (-2.46955, 0.71211, -4.74859)
H (-2.86289, -1.00452, -4.50494)
H (-3.61506, 0.26274, -3.47079)
C (1.27973, 2.14785, -1.74367)
C (1.34883, 3.34610, -2.73943)
H (0.81567, 2.45985, -0.79637)
H (0.63262, 1.35067, -2.13859)
H (1.99116, 4.18391, -2.40980)
H (1.69240, 3.08669, -3.75792)
H (0.32372, 3.77124, -2.85696)
C (3.46868, 0.64336, -2.75516)
C (4.04778, -0.74908, -2.52894)
H (4.21888, 1.37919, -3.10397)
H (2.66683, 0.65545, -3.52284)
H (5.08956, -0.67978, -2.20254)
H (3.48356, -1.29032, -1.73571)
H (3.98784, -1.36283, -3.44080)
C (3.78715, 2.56649, -0.41626)
C (3.02570, 3.57909, 0.43547)
H (4.25860, 3.12732, -1.24769)
H (4.59017, 2.08751, 0.19154)
H (3.71871, 4.08235, 1.11436)
H (2.53783, 4.31190, -0.21145)
H (2.26868, 3.15299, 1.10017)
C (-5.22018, -0.16648, 1.76160)
N (-4.83767, 1.24115, 1.76523)
C (-5.86913, 2.13658, 2.26669)
C (-3.49508, 1.57432, 2.06176)
N (-2.67133, 0.91908, 2.82078)
N (-3.02631, 2.68376, 1.43281)
C (-3.80264, 3.49283, 0.51746)
C (-1.60817, 2.94360, 1.48405)
H (-6.28319, -0.26417, 2.01548)
H (-4.62284, -0.75537, 2.47522)
H (-5.02949, -0.59261, 0.76559)
H (-5.50318, 3.15904, 2.32151)
H (-6.72232, 2.10751, 1.57910)
H (-6.21412, 1.83281, 3.26655)
H (-3.18141, 0.22082, 3.36436)
H (-3.13072, 3.99319, -0.18776)
H (-4.52496, 2.88957, -0.04675)
H (-4.35780, 4.28728, 1.03793)
H (-1.22518, 2.29639, 2.28303)
H (-1.11582, 2.69642, 0.52552)
H (-1.42624, 4.00306, 1.70645)

Values from the calculation:
* relative energy (zero: lowest compared OMol25 entry of this formula, charge and spin): 29.8 kcal per mole
* ⟨S²⟩: 6.092
* net charge: +4
* gap between HOMO and LUMO (spin up / spin down): 0.153 / 0.131 Ha
* 2S+1: 5



The following is a quantum chemistry calculation of one molecule with the formula C2H2OS2 in a non-equilibrium geometry, from OMol25.

Geometry (Å):
C (0.18188, 0.09935, 0.92405)
C (-0.90509, 0.14477, 0.15246)
S (-2.42317, 0.11560, 1.06265)
O (-1.86428, 0.77261, 2.36787)
S (0.07247, 0.30257, 2.64023)
H (1.17957, -0.05985, 0.54959)
H (-0.92754, -0.02246, -0.90550)

Values from the calculation:
* relative energy (zero: lowest compared OMol25 entry of this formula, charge and spin): 54.6 kcal per mole
* SMILES string: C1=CSOS1
* net charge: 0
* gap between HOMO and LUMO (spin up / spin down): 0.240 / 0.240 Ha
* 2S+1: 1



no.,electronic energy (Eh)
1,-623.793991
2,-1151.037278
3,-7405.761248
4,-4776.744087
5,-948.918042